Entry 1:
{
  "formula": "C24H20F4",
  "method": "the ωB97M-V functional and the def2-TZVPD basis",
  "species": ["F", "C", "C", "C", "C", "C", "C", "H", "H", "H", "H", "H", "F", "C", "C", "C", "C", "C", "C", "H", "H", "H", "H", "H", "F", "C", "C", "C", "C", "C", "C", "H", "H", "H", "H", "H", "F", "C", "C", "C", "C", "C", "C", "H", "H", "H", "H", "H"],
  "xyz": [[-1.182604, -7.024667, -3.032458], [-0.570604, -6.071667, -2.357458], [0.510396, -6.363667, -1.433458], [1.212396, -5.406667, -0.817458], [0.960396, -3.941667, -1.006458], [-0.083604, -3.744667, -1.851458], [-0.809604, -4.709667, -2.583458], [0.962396, -7.441667, -1.516458], [2.090396, -5.434667, -0.174458], [1.524396, -3.255667, -0.574458], [-0.406604, -2.704667, -2.000458], [-1.433604, -4.343667, -3.278458], [4.076396, -2.368667, -0.334458], [3.762396, -1.038667, -0.417458], [3.056396, -0.341667, 0.595542], [2.824396, 1.001333, 0.534542], [2.928396, 1.488333, -0.767458], [3.528396, 0.836333, -1.848458], [3.995396, -0.500667, -1.705458], [2.717396, -1.149667, 1.333542], [2.087396, 1.532333, 1.239542], [2.616396, 2.441333, -0.977458], [3.719396, 1.460333, -2.830458], [4.550396, -0.955667, -2.463458], [1.432396, 3.524333, 3.174542], [0.353396, 4.167333, 2.770542], [-0.894604, 4.056333, 3.525542], [-2.031604, 4.433333, 2.896542], [-2.100604, 4.977333, 1.643542], [-0.908604, 5.096333, 0.816542], [0.268396, 4.708333, 1.385542], [-0.880604, 3.757333, 4.585542], [-2.989604, 4.242333, 3.487542], [-3.110604, 5.427333, 1.234542], [-0.926604, 5.583333, -0.110458], [1.173396, 4.648333, 0.848542], [-3.882604, -1.655667, -1.273458], [-3.265604, -0.704667, -0.435458], [-3.970604, -0.080667, 0.552542], [-3.290604, 0.914333, 1.145542], [-2.069604, 1.402333, 0.828542], [-1.367604, 0.593333, -0.226458], [-1.969604, -0.479667, -0.850458], [-4.815604, -0.313667, 0.951542], [-3.988604, 1.444333, 1.992542], [-1.424604, 2.105333, 1.316542], [-0.371604, 1.014333, -0.270458], [-1.604604, -0.823667, -1.721458]],
  "forces_ev_per_angstrom": [[-0.158, -0.461, -0.141], [2.107, 2.856, 1.396], [-0.359, -3.708, -2.327], [1.410, 5.143, 0.955], [-3.186, -7.319, -2.049], [-0.643, 1.975, -0.517], [2.305, -2.363, 2.804], [-1.250, 1.946, 0.691], [-0.100, -1.520, -0.161], [2.256, 3.004, 1.929], [0.175, -0.396, -0.269], [-2.512, 0.831, -2.314], [-0.391, 0.618, 0.913], [-0.394, 0.690, -2.311], [1.174, -4.648, 0.988], [-3.059, 0.279, -0.686], [1.533, -0.587, -0.321], [0.849, 0.122, -1.074], [-1.161, 2.616, 2.614], [0.460, 1.961, -0.205], [1.729, -0.839, -0.774], [-0.787, 2.380, -0.246], [-0.596, -1.586, 2.050], [0.559, -1.004, -0.915], [0.786, 0.332, 0.284], [-4.530, 0.483, -2.144], [4.503, -0.091, -0.297], [-3.192, 0.037, 1.038], [-0.550, 1.571, -2.957], [-2.130, -0.131, 3.378], [0.839, -1.982, 3.475], [0.017, -0.184, -0.770], [1.255, 0.627, -0.952], [2.154, -1.284, 0.874], [-0.145, 0.324, -1.273], [0.977, 0.248, -0.684], [0.085, 0.749, 1.313], [-1.154, -2.408, -2.520], [5.050, -0.259, -3.017], [-2.351, 4.234, 4.536], [2.325, -3.399, -2.967], [-0.850, 2.644, 3.287], [-0.872, 3.335, 2.987], [-5.348, -1.828, 1.579], [2.148, -1.026, -1.824], [-0.514, 0.573, 0.361], [0.346, -0.734, -1.165], [1.188, -1.822, -2.571]],
  "mulliken_charge": [-0.28, 0.48, -0.52, -0.23, -0.85, 0.16, -0.58, 0.22, 0.32, 0.66, 0.09, 0.53, -0.32, 0.16, 0.04, -0.48, -0.18, -0.60, -0.32, 0.25, 0.15, 0.54, 0.23, 0.54, -0.30, 0.25, -0.36, -0.30, -0.28, -0.52, -0.34, 0.38, 0.28, 0.23, 0.49, 0.46, -0.34, 0.54, -1.03, -0.04, 0.04, -0.31, -0.79, 0.64, 0.07, 0.07, 0.45, 0.71],
  "homo_ev": -9.0,
  "max_force_ev_per_a": 8.24,
  "homo_lumo_gap_ev": 9.59,
  "smiles": "Fc1ccccc1.Fc1ccccc1.Fc1ccccc1.Fc1ccccc1",
  "e_tot_ev": -36076.8207
}

=====

Entry 2:
{
  "formula": "C5H5F3",
  "method": "the ωB97M-V functional and the def2-TZVPD basis",
  "species": ["C", "C", "C", "C", "C", "H", "H", "H", "H", "H", "F", "F", "F"],
  "xyz": [[-0.277173, -1.378079, 0.176369], [0.447395, -0.182960, -0.216334], [-0.234414, 1.166134, -0.431302], [-1.587665, 1.270751, 0.145171], [1.790462, -0.172752, -0.229245], [-0.715378, -1.344304, 1.245245], [0.435126, -2.325686, 0.221322], [0.412307, 1.979879, -0.828699], [-2.053663, 2.339908, 0.101459], [-2.221116, 0.450376, 0.783773], [-1.223318, -1.728088, -0.690555], [2.828017, -1.120313, 0.007618], [2.399418, 1.045137, -0.284817]],
  "forces_ev_per_angstrom": [[1.761, -3.388, 2.813], [1.518, 1.520, -0.300], [-4.280, -1.669, 3.176], [2.844, 1.080, -0.895], [2.199, 0.581, 0.849], [0.478, 0.394, -1.602], [-0.941, 2.063, 0.039], [-1.241, -0.582, 0.253], [0.738, -2.249, 0.071], [2.047, 1.973, -2.093], [-1.876, -0.190, -1.345], [-3.233, 1.927, -0.657], [-0.015, -1.461, -0.306]],
  "mulliken_charge": [-0.44, 0.39, -0.40, -0.58, 0.50, 0.25, 0.23, 0.34, 0.24, 0.19, -0.26, -0.23, -0.23],
  "homo_ev": -9.1,
  "max_force_ev_per_a": 5.58,
  "homo_lumo_gap_ev": 9.47,
  "smiles": "C=CC(CF)=C(F)F",
  "e_tot_ev": -13415.1666
}

=====

Entry 3:
{
  "formula": "C6H13NO",
  "method": "the ωB97M-V functional and the def2-TZVPD basis",
  "species": ["C", "C", "C", "C", "C", "C", "N", "H", "H", "H", "H", "H", "H", "H", "H", "H", "H", "H", "H", "H", "O"],
  "xyz": [[-2.616468, 0.497579, -0.243375], [-1.348284, 1.347666, -0.283498], [-0.230281, 0.692747, 0.530824], [0.986246, 0.489558, 0.028852], [1.982415, -0.430480, 0.589215], [3.316117, -0.400831, 0.506062], [-2.930483, -0.125144, 1.063640], [-2.517248, -0.349515, -0.918043], [-3.461165, 1.201517, -0.520431], [-1.636059, 2.283538, 0.200013], [-0.903013, 1.512293, -1.265870], [-0.598551, 0.448777, 1.552666], [1.244501, 1.020521, -0.911754], [1.414002, -1.226251, 1.086026], [3.797391, 0.181329, -0.261071], [3.895596, -1.040190, 1.159915], [-3.391550, -1.001419, 1.165054], [-2.676381, 0.556076, 1.747764], [1.482649, -1.940193, -2.445644], [2.454777, -1.581599, -1.236078], [1.735786, -2.135970, -1.544271]],
  "forces_ev_per_angstrom": [[-1.584, -0.760, -0.165], [1.201, -0.270, 1.619], [-1.115, 0.526, 0.243], [0.434, 0.217, -1.022], [-0.800, 0.243, 0.806], [-0.800, -0.399, 0.021], [1.490, 2.099, -1.497], [-0.223, 0.246, -0.557], [0.732, -0.998, -0.266], [0.285, 0.372, -0.211], [-0.777, 0.183, -0.188], [0.968, -0.578, -0.868], [-0.236, -0.503, 0.390], [0.850, 0.214, 0.677], [0.346, 0.631, 0.294], [0.153, -0.210, -0.440], [-0.076, 0.130, 0.280], [-0.729, -0.789, 1.241], [0.300, 0.292, -0.133], [0.063, 0.218, -0.336], [-0.482, -0.865, 0.109]],
  "mulliken_charge": [-0.39, -0.75, 0.05, 0.04, -0.53, -0.70, -0.46, 0.39, 0.19, 0.30, 0.29, 0.18, 0.25, 0.22, 0.33, 0.25, 0.15, 0.16, 0.31, 0.36, -0.64],
  "homo_ev": -8.6,
  "max_force_ev_per_a": 2.98,
  "homo_lumo_gap_ev": 9.51,
  "smiles": "C=C/C=C/CCN.O",
  "e_tot_ev": -9967.9052
}

=====

Entry 4:
{
  "formula": "C12H10F3N5O2S",
  "method": "the ωB97M-V functional and the def2-TZVPD basis",
  "species": ["N", "N", "C", "N", "N", "C", "C", "O", "H", "S", "C", "H", "H", "C", "O", "N", "C", "C", "C", "C", "C", "C", "H", "H", "H", "C", "F", "F", "F", "H", "H", "H", "H"],
  "xyz": [[4.691646, 0.309657, 1.083642], [3.421747, 0.848197, 1.194580], [2.589569, 0.920760, 0.135630], [1.410542, 1.488472, 0.202292], [0.995967, 2.024646, 1.336856], [1.738272, 2.004302, 2.391782], [3.054868, 1.409635, 2.443308], [3.826414, 1.330998, 3.374007], [1.334075, 2.445406, 3.289283], [3.141226, 0.182706, -1.345493], [1.841876, 0.676864, -2.524597], [2.322841, 0.612423, -3.500387], [1.563597, 1.703512, -2.294875], [0.635940, -0.265253, -2.506901], [0.502037, -1.135531, -3.334706], [-0.211710, 0.016720, -1.488915], [-1.391079, -0.633045, -1.135867], [-2.016966, -0.216665, 0.037662], [-3.192487, -0.829001, 0.442222], [-3.763620, -1.847780, -0.307712], [-3.135227, -2.251752, -1.473627], [-1.959342, -1.656966, -1.891770], [-1.473841, -1.979103, -2.798001], [-3.568762, -3.042815, -2.065263], [-4.679386, -2.314402, 0.018412], [-3.835996, -0.347233, 1.711188], [-4.327186, 0.901224, 1.589631], [-2.964401, -0.301098, 2.736659], [-4.855923, -1.114607, 2.117089], [-1.586113, 0.577036, 0.631108], [0.096005, 0.748623, -0.839777], [5.121800, 0.389051, 2.008433], [4.673618, -0.654980, 0.764107]],
  "forces_ev_per_angstrom": [[0.647, 0.055, -0.059], [-0.573, 0.116, 0.313], [-0.050, 0.119, -0.071], [0.459, -0.339, -0.884], [-0.408, 0.516, 0.907], [0.047, 0.010, 0.105], [0.281, -0.403, -0.399], [-0.032, 0.126, 0.114], [0.042, 0.028, 0.127], [0.142, 0.010, -0.192], [0.077, -0.147, 0.218], [-0.064, -0.002, 0.090], [0.022, 0.017, -0.080], [0.159, 0.424, 0.211], [0.031, -0.265, -0.290], [-0.049, 0.291, 0.138], [-0.365, -0.264, 0.071], [-0.103, -0.178, -0.114], [-0.009, -0.039, -0.007], [0.005, 0.098, 0.132], [-0.043, 0.076, 0.123], [0.083, -0.047, -0.141], [0.010, -0.001, -0.006], [-0.027, -0.078, -0.072], [-0.063, -0.032, 0.035], [-0.105, 0.145, 0.236], [0.017, 0.125, -0.167], [0.221, -0.036, -0.005], [-0.097, -0.228, -0.139], [0.067, 0.102, 0.075], [0.099, -0.185, -0.292], [-0.200, -0.059, -0.202], [-0.220, 0.044, 0.228]],
  "mulliken_charge": [-1.08, 0.47, 0.90, -0.14, -0.94, -0.35, 0.68, -0.65, 0.46, -0.14, -0.84, 0.43, 0.39, 0.67, -0.63, 0.07, 0.83, -0.56, -0.20, -0.77, -0.55, -0.68, 0.56, 0.39, 0.46, 0.97, -0.25, -0.26, -0.29, 0.37, 0.13, 0.28, 0.24],
  "homo_ev": -8.9,
  "max_force_ev_per_a": 1.12,
  "homo_lumo_gap_ev": 8.51,
  "smiles": "Nn1c(SCC(=O)Nc2cccc(C(F)(F)F)c2)nncc1=O",
  "e_tot_ev": -43139.3227
}

=====

Entry 5:
{
  "formula": "C4H2CoLiO2",
  "method": "the ωB97M-V functional and the def2-TZVPD basis",
  "species": ["O", "C", "C", "C", "C", "O", "Li", "H", "H", "Co"],
  "xyz": [[-0.645755, 1.356121, -0.824970], [-1.449362, 0.568047, -0.030949], [-1.119743, -0.291705, 0.836155], [1.290314, 0.105977, 0.953349], [1.925904, -0.897606, 0.469839], [1.742622, -1.901573, -0.211063], [-0.319363, -1.478220, -1.035645], [-1.160231, 1.851361, -1.477925], [-1.515212, -1.033294, 1.520262], [1.250829, 1.720892, -0.199057]],
  "forces_ev_per_angstrom": [[-1.434, 0.180, 0.012], [1.955, -0.924, 0.015], [-1.373, 0.500, -0.862], [0.519, 2.889, 0.356], [-2.604, -2.419, -1.941], [1.270, 0.421, 0.388], [0.584, -0.164, 0.487], [-0.187, -0.007, 0.071], [0.567, 0.351, 0.203], [0.703, -0.827, 1.271]],
  "mulliken_charge": [-0.40, 0.47, -0.83, -0.57, 0.77, -0.57, 0.93, 0.36, 0.32, 0.51],
  "homo_ev": [-12.6, -12.2],
  "max_force_ev_per_a": 4.05,
  "homo_lumo_gap_ev": [7.45, 6.77],
  "spin_multiplicity": 4,
  "charge": 1,
  "e_tot_ev": -46092.8706
}

=====

Entry 6:
{
  "formula": "C5H9NOS",
  "method": "the ωB97M-V functional and the def2-TZVPD basis",
  "species": ["C", "C", "C", "C", "C", "H", "H", "H", "H", "H", "H", "H", "H", "H", "N", "O", "S"],
  "xyz": [[0.722648, -1.784477, -0.022348], [1.379120, -0.391700, -0.162115], [1.777451, 0.412129, 1.113476], [0.641658, 0.826869, 0.197781], [-2.972611, -0.096730, -0.635957], [1.498257, -2.525879, -0.261826], [-0.100771, -1.977898, -0.724544], [0.418776, -1.983492, 0.990362], [1.694652, -0.553918, -2.009835], [1.612652, -0.104977, 2.082427], [2.667593, 1.069302, 1.082097], [0.981246, 1.714776, -0.337075], [-3.616894, -0.040735, 0.237001], [-3.484852, -0.490467, -1.540078], [-1.702980, 0.184298, -0.678678], [2.260699, -0.340526, -1.257662], [-1.070312, 0.783179, 0.771781]],
  "forces_ev_per_angstrom": [[1.019, 0.195, -0.385], [0.348, -0.951, 0.978], [0.326, -1.139, -0.337], [-0.367, 1.167, 0.773], [1.333, -0.250, -1.087], [-0.075, 0.211, 0.117], [0.110, 0.438, 0.265], [-0.403, 0.031, 0.344], [0.263, 0.089, -0.248], [-0.094, 0.520, -0.838], [-0.646, -0.636, -0.073], [-0.643, -0.143, -0.185], [0.163, 0.253, 0.307], [0.682, 0.344, 0.465], [-2.834, -0.388, 0.145], [-0.430, 0.253, 0.148], [1.247, 0.005, -0.387]],
  "mulliken_charge": [-1.49, 1.04, -0.88, -0.36, -0.24, 0.40, 0.37, 0.37, 0.35, 0.25, 0.27, 0.38, 0.23, 0.23, -0.32, -0.56, -0.05],
  "homo_ev": -8.6,
  "max_force_ev_per_a": 2.86,
  "homo_lumo_gap_ev": 9.43,
  "smiles": "C=NS[C@H]1C[C@]1(C)O",
  "e_tot_ev": -19701.5943
}